No. 1
111
Properties=species:S:1:pos:R:3:forces:R:3 method="wB97M-V/def2-TZVPD" charge=+2 homo_energy_ha="-0.48875 / -0.49437" e_lumo_ev="-5.48 / -7.60" orbital_gap_ev="7.817 / 5.852" max_force_ev_per_a=0.65 total_energy_ha=-2865.4683 multiplicity=5
Pd -0.274658 0.254403 0.176007 0.2 0.1 -0.6
N -0.464476 1.109706 4.431580 -0.1 0.0 0.0
C -0.266900 2.091622 3.548742 0.0 0.0 0.0
N -0.081796 3.314494 4.042276 0.0 0.0 -0.1
C 0.152276 4.264625 3.145303 0.0 0.1 -0.1
N 0.383503 5.500129 3.590197 0.0 0.0 0.0
N 0.166746 4.078620 1.797986 0.0 0.0 -0.1
C -0.065678 2.835339 1.428473 -0.1 0.0 -0.2
N -0.265621 1.785093 2.228558 0.0 0.0 0.2
C 0.234893 3.242683 -0.959999 -0.2 0.0 0.1
C 0.057432 4.818015 -0.913944 0.1 0.0 -0.1
C -0.348907 5.442921 -2.207453 -0.1 0.0 0.1
C -0.518526 4.697071 -3.291147 0.0 0.0 0.0
C -0.323350 3.243666 -3.224599 0.0 0.0 0.0
N 0.000552 2.570686 -2.193466 0.1 0.0 0.0
H -0.465392 1.338386 5.410486 0.0 0.0 0.0
H -0.544095 0.154506 4.135106 0.0 0.0 0.0
H 0.401819 5.669255 4.581038 0.0 0.0 0.0
H 0.602405 6.242263 2.950859 0.0 0.0 0.0
H -0.493242 5.164271 -0.047082 0.0 0.0 0.1
H -0.498127 6.516575 -2.218835 0.0 0.0 0.0
H -0.813379 5.132965 -4.236133 0.0 0.0 0.0
H -0.489614 2.675337 -4.139014 0.0 0.0 0.0
C 2.724680 -2.368849 1.824664 0.0 0.0 0.0
C 2.334702 -0.900913 1.630738 0.1 0.2 0.0
C 2.320665 -0.185819 2.979575 0.0 0.0 0.0
C 3.259840 -0.241927 0.623298 0.0 -0.1 0.0
C 4.576085 -0.103607 1.042518 0.0 0.0 0.0
C 5.557731 0.346867 0.189280 0.0 0.0 0.0
C 5.209069 0.663368 -1.103895 0.0 0.1 0.0
C 3.904294 0.577403 -1.597851 0.1 0.1 0.0
C 3.877586 1.000835 -3.085750 0.0 0.0 0.0
C 2.766471 1.889676 -3.632068 0.0 0.0 -0.1
C 4.201893 -0.170354 -4.023321 0.0 0.0 0.0
C 2.906195 0.110076 -0.698538 -0.2 0.0 0.0
N 1.505525 -0.001822 -1.098467 0.1 0.0 0.0
C 1.270418 -0.419005 -2.281443 -0.1 0.0 -0.1
C 0.033186 -0.423465 -3.079924 0.1 0.0 0.0
C 0.262233 -0.674583 -4.424358 0.0 0.0 -0.1
C -0.743446 -0.621927 -5.388818 0.0 0.0 0.0
C -2.052142 -0.327096 -5.009857 0.0 0.0 0.0
C -2.342655 -0.144650 -3.682498 0.0 0.0 0.1
C -1.332712 -0.196482 -2.672663 0.0 -0.1 -0.1
N -1.679359 -0.128933 -1.397864 -0.2 0.1 0.2
C -3.064195 -0.223959 -0.981266 0.3 -0.2 0.0
C -3.711796 0.971759 -0.629328 -0.1 0.0 0.1
C -4.953424 0.907771 -0.013114 0.0 0.1 0.0
C -5.532858 -0.310432 0.277250 0.0 0.0 0.0
C -4.909919 -1.470125 -0.138035 0.0 0.0 0.0
C -3.687952 -1.482577 -0.816798 -0.1 -0.1 -0.1
C -3.218621 -2.886200 -1.260900 -0.1 0.0 0.0
C -2.112564 -3.015800 -2.307403 0.0 0.0 0.0
C -4.406682 -3.705498 -1.810043 0.0 0.0 0.0
C -3.137657 2.332110 -0.959234 0.0 0.0 0.0
C -3.233031 3.308533 0.216195 0.0 0.0 0.0
C -3.834709 2.931048 -2.186033 0.0 0.0 0.0
H 2.000267 -2.883609 2.460682 0.0 0.0 0.0
H 3.697900 -2.432752 2.314087 0.0 0.0 0.0
H 2.802374 -2.899981 0.876550 0.0 0.0 0.0
H 1.328012 -0.889260 1.219877 -0.1 -0.1 0.1
H 3.289453 -0.249625 3.474160 0.0 0.0 0.0
H 1.598103 -0.663917 3.643782 0.0 0.0 0.0
H 2.065076 0.868057 2.879614 0.0 0.0 0.0
H 4.838574 -0.384006 2.053366 0.0 0.0 0.0
H 6.582305 0.447325 0.521689 0.0 0.0 0.0
H 5.982823 1.014644 -1.774846 0.0 0.0 0.0
H 4.752259 1.648059 -3.149013 0.0 0.0 0.0
H 1.807825 1.402365 -3.777219 -0.1 -0.1 0.0
H 3.085613 2.260484 -4.608859 0.0 0.0 0.0
H 2.613350 2.750056 -2.986424 0.0 0.0 0.1
H 3.380529 -0.884254 -4.134299 0.1 0.0 0.0
H 5.066138 -0.730897 -3.667737 0.0 0.0 0.0
H 4.431500 0.208335 -5.020520 0.0 0.0 0.0
H 2.122924 -0.775366 -2.852666 0.0 0.0 0.0
H 1.272767 -0.891387 -4.747919 0.0 0.0 0.0
H -0.498710 -0.806578 -6.426069 0.0 0.0 0.0
H -2.839090 -0.276661 -5.750545 0.0 0.0 0.0
H -3.361110 0.024603 -3.358516 0.0 0.0 0.0
H -5.467111 1.824194 0.246989 0.0 0.0 0.0
H -6.478908 -0.359189 0.799973 0.0 0.0 0.0
H -5.395191 -2.410718 0.070532 0.0 0.0 0.0
H -2.874347 -3.395894 -0.354997 0.1 0.0 0.0
H -2.457819 -2.664262 -3.281775 0.0 0.0 0.0
H -1.875252 -4.074593 -2.420881 0.0 0.0 0.0
H -1.192461 -2.505655 -2.052694 -0.1 0.0 0.0
H -4.939038 -3.139864 -2.577246 0.0 0.0 0.0
H -5.125565 -4.003746 -1.051875 0.0 0.0 0.0
H -4.032996 -4.621366 -2.267941 0.0 0.0 0.0
H -2.090440 2.192395 -1.209855 0.0 0.0 0.0
H -4.261958 3.630313 0.382770 0.0 0.0 0.0
H -2.661956 4.214918 -0.000181 0.0 0.0 0.0
H -2.868887 2.872889 1.147976 0.1 0.0 0.0
H -4.904260 3.047969 -2.001085 0.0 0.0 0.0
H -3.718472 2.309893 -3.076651 0.0 0.0 0.0
H -3.428577 3.920671 -2.410885 0.0 0.0 0.0
I -1.700222 -1.515090 2.230595 -0.4 -0.1 0.3
C -0.648621 -2.963315 1.160496 -0.1 0.1 0.1
C -0.663941 -4.295906 1.533831 0.0 0.0 -0.1
C 0.062513 -5.171450 0.741432 0.0 0.0 0.0
C 0.754622 -4.679717 -0.357185 0.0 0.0 0.0
C 0.696831 -3.325500 -0.625522 0.0 0.0 0.0
N -0.003510 -2.465995 0.122644 0.0 0.0 -0.1
H -1.217613 -4.633336 2.397944 0.0 0.0 0.0
H 0.087909 -6.226166 0.982424 0.0 0.0 0.0
H 1.334763 -5.334571 -0.992224 0.0 0.0 0.0
H 1.228075 -2.903203 -1.471145 0.0 0.0 0.0
N 2.849871 6.971372 -0.090727 -0.1 0.0 0.0
C 2.251066 6.038593 -0.388285 0.1 -0.1 0.0
N 1.517425 4.935004 -0.691597 -0.1 0.1 0.0
C 1.893704 3.685929 -0.801042 0.0 0.0 0.0
N -0.138261 2.457450 0.090842 0.3 0.0 0.3

---

No. 2
108
Properties=species:S:1:pos:R:3:forces:R:3 method="wB97M-V/def2-TZVPD" charge=-1 homo_energy_ha="-0.18134 / -0.18230" e_lumo_ev="1.54 / 2.51" orbital_gap_ev="6.472 / 7.470" max_force_ev_per_a=0.89 total_energy_ha=-4914.3406 multiplicity=5
Mn 0.263673 0.792414 -0.487617 -0.6 -0.4 -0.5
C -0.888054 2.570770 2.681414 0.0 -0.1 -0.1
C 0.518113 2.424875 2.190371 0.4 -0.2 -0.2
N 0.876651 3.057059 1.135498 -0.8 0.3 -0.1
N 2.186620 3.200291 0.867987 0.8 0.2 0.3
C 2.814591 2.725437 -0.123897 -0.5 -0.2 0.1
S 2.279598 1.630231 -1.372672 0.0 0.1 -0.2
S 4.516930 3.256424 -0.249471 0.2 -0.1 0.1
C 5.164687 2.509055 1.310746 -0.1 0.1 -0.4
C 5.981635 1.288170 1.014479 0.1 0.0 0.0
C 7.368592 1.310103 1.115448 -0.1 0.0 0.0
C 8.119182 0.187840 0.791895 0.1 0.0 0.0
C 7.489236 -0.969810 0.363554 0.0 0.0 0.0
C 6.103683 -1.000846 0.264767 0.0 0.0 0.0
C 5.356196 0.119308 0.585724 0.0 0.0 0.0
C 1.451747 1.490629 2.863437 0.1 -0.2 -0.2
C 1.949427 1.713559 4.136406 0.0 0.0 0.0
C 2.868578 0.846518 4.710221 0.0 0.1 0.1
C 3.286563 -0.264052 3.986382 0.0 0.0 0.1
C 2.790320 -0.518793 2.721925 -0.1 -0.1 -0.1
C 1.862548 0.347334 2.109455 -0.1 0.4 0.5
O 1.393334 0.093453 0.925861 0.1 -0.3 0.2
H -1.272586 3.562667 2.448714 0.0 0.0 0.0
H -1.525591 1.823278 2.205909 -0.1 -0.1 0.0
H -0.932286 2.400384 3.756849 0.0 0.0 0.0
H 5.752085 3.283841 1.800171 0.0 -0.1 0.1
H 4.286169 2.284525 1.914611 0.0 0.0 0.1
H 7.864197 2.215161 1.448816 0.0 0.0 0.0
H 9.198897 0.219206 0.876768 0.0 0.0 0.0
H 8.074564 -1.843107 0.103184 0.0 0.0 0.0
H 5.602711 -1.902611 -0.065026 0.0 0.0 0.0
H 4.276660 0.097246 0.490754 0.0 0.0 0.0
H 1.643526 2.607881 4.669726 -0.1 0.0 0.0
H 3.258290 1.038457 5.702021 0.0 0.0 0.0
H 4.018211 -0.938362 4.416625 0.0 0.0 0.0
H 3.105395 -1.396990 2.170821 0.0 0.0 0.0
C 1.732238 1.419092 -4.613349 -0.2 0.0 0.2
Si 0.168632 2.122581 -3.807666 0.1 0.2 -0.3
C 0.338736 3.839651 -3.018313 0.0 -0.3 0.1
C -0.981779 2.471105 -5.290912 0.0 -0.2 0.2
C -0.653009 0.876977 -2.623099 0.1 0.0 0.2
C -1.782395 1.618580 -2.031138 -0.2 0.3 0.0
C -3.085432 1.687172 -2.549882 0.1 0.0 0.0
C -4.028709 2.470839 -1.919780 0.0 0.1 0.1
C -3.670394 3.181672 -0.777839 0.0 0.0 -0.1
C -2.366730 3.075336 -0.329977 -0.1 0.2 0.0
N -1.452251 2.326378 -0.933837 -0.2 -0.3 0.1
Si -1.064763 -0.803357 -3.372770 0.2 -0.4 -0.2
C -1.418357 -0.847861 -5.246399 0.1 0.2 0.2
C 0.458793 -1.919706 -3.175778 -0.2 0.2 0.0
C -2.598193 -1.614389 -2.618823 0.1 0.3 0.0
H 2.180046 2.158592 -5.281453 0.0 0.0 0.0
H 1.484994 0.538251 -5.212202 0.0 0.0 0.0
H 2.481161 1.132924 -3.878376 0.0 0.0 -0.1
H 1.165865 4.408724 -3.447947 0.0 -0.1 -0.1
H 0.511473 3.756941 -1.948021 0.0 0.1 0.0
H -0.582942 4.409900 -3.165267 0.0 0.0 -0.1
H -0.586629 3.299711 -5.884247 0.1 0.1 0.1
H -1.986774 2.746777 -4.961505 0.0 0.0 0.0
H -1.065982 1.607118 -5.949567 0.0 0.1 0.0
H -3.325493 1.129884 -3.445536 0.0 0.0 0.0
H -5.034947 2.545859 -2.314752 0.0 -0.1 0.0
H -4.383414 3.796078 -0.245454 0.0 0.0 0.0
H -2.031338 3.625263 0.540861 0.0 0.0 -0.1
H -0.547309 -0.525238 -5.821028 0.0 0.0 0.0
H -2.264985 -0.222354 -5.536934 0.0 0.0 0.0
H -1.650390 -1.874882 -5.539873 0.0 -0.1 0.1
H 1.178111 -1.729153 -3.975745 0.0 0.1 0.0
H 0.190374 -2.978053 -3.218615 0.0 0.0 0.0
H 0.961892 -1.729050 -2.224880 0.0 -0.1 0.0
H -3.523514 -1.266083 -3.081439 0.0 0.1 -0.1
H -2.662245 -1.392814 -1.556350 -0.1 0.0 -0.1
H -2.562228 -2.700786 -2.734805 0.0 0.0 -0.1
O -1.217730 -0.324538 0.197443 0.4 0.6 -0.5
Si -1.866352 -1.468942 1.083603 -0.2 -0.4 0.5
C -1.836867 -1.213331 2.971002 0.1 0.1 -0.3
C -2.985823 -0.855485 3.679243 -0.1 0.0 -0.1
C -2.952925 -0.624938 5.047626 0.0 0.0 0.0
C -1.759105 -0.753964 5.743575 -0.1 0.0 0.0
C -0.606351 -1.120711 5.063711 0.1 0.0 0.0
C -0.650623 -1.351290 3.696345 0.0 0.1 0.0
C -3.703156 -1.591901 0.623272 0.1 0.0 0.0
C -4.460803 -0.424735 0.500460 0.1 0.0 0.0
C -5.777029 -0.460474 0.065831 0.0 0.1 0.0
C -6.365557 -1.674831 -0.261001 0.0 0.0 0.0
C -5.635328 -2.848035 -0.132012 0.0 0.0 0.0
C -4.318504 -2.801602 0.306303 0.0 0.0 0.1
C -1.078399 -3.166499 0.774629 0.0 0.2 0.0
C -0.710507 -4.048719 1.790933 -0.1 0.0 0.0
C -0.104361 -5.265087 1.505971 0.0 -0.1 0.0
C 0.145288 -5.625917 0.189660 0.0 0.0 0.0
C -0.221654 -4.767671 -0.837729 0.0 0.0 0.0
C -0.823281 -3.554129 -0.542801 0.0 0.1 0.0
H -3.925712 -0.758233 3.146902 0.0 0.0 0.0
H -3.858526 -0.335971 5.568552 0.0 0.0 0.0
H -1.731579 -0.574029 6.811890 0.0 0.0 0.0
H 0.334784 -1.207680 5.593196 0.0 0.0 0.0
H 0.258107 -1.642855 3.184333 0.1 0.1 0.0
H -3.995093 0.532619 0.718251 0.0 0.0 0.0
H -6.335221 0.463514 -0.034180 0.0 0.0 0.0
H -7.386227 -1.706394 -0.623426 0.0 0.0 0.0
H -6.087966 -3.798465 -0.389731 0.0 0.0 0.0
H -3.749140 -3.722327 0.380960 0.0 0.0 0.0
H -0.899137 -3.785477 2.824384 0.0 0.0 0.0
H 0.175996 -5.930558 2.314062 0.0 0.0 0.0
H 0.621914 -6.572865 -0.033881 0.0 0.0 0.0
H -0.035779 -5.040493 -1.870177 0.0 0.0 0.0
H -1.103560 -2.881208 -1.346363 0.2 -0.2 0.2